No. 1
Density functional theory data (the ωB97M-V functional and the def2-TZVPD basis) for a 22-piece molecular cluster, C37H115N3O22 overall in a non-equilibrium geometry.

Cartesian coordinates (Å):
O  -3.57  -6.54  0.26
O  -5.43  -1.95  8.34
O  -3.35  5.43  6.00
O  4.34  5.63  1.86
O  -11.45  3.23  1.71
O  -9.73  -1.66  5.63
O  -5.69  9.17  1.14
O  0.08  6.31  -5.15
O  -11.16  -3.90  0.58
O  10.68  -4.13  2.36
O  -1.53  -3.45  -3.42
O  2.94  6.64  5.58
O  3.08  5.47  -2.48
O  3.30  1.60  7.14
O  7.34  0.79  -9.10
O  -8.14  -7.22  1.96
O  -2.08  -1.24  1.23
O  -2.45  4.57  -8.25
O  -11.96  0.21  -1.55
O  -2.16  -6.15  5.67
O  -1.19  -1.64  6.88
O  -6.61  -4.90  5.37
N  -2.55  -0.19  0.42
N  5.97  0.68  -8.62
N  9.31  -4.10  2.00
C  -4.57  0.32  1.90
C  8.83  -2.94  1.19
C  -1.21  -7.02  6.21
C  -10.33  4.07  1.77
C  6.02  2.76  -7.15
C  3.47  0.48  -9.15
C  -4.94  8.55  0.16
C  -3.48  3.69  -7.89
C  -2.12  2.05  -0.66
C  -4.70  -1.25  0.04
C  9.63  -2.92  -0.17
C  -0.25  0.55  -0.11
C  -1.65  0.97  0.38
C  -4.02  0.02  0.47
C  6.61  0.36  -6.25
C  3.14  1.20  -7.86
C  -11.87  -3.20  1.57
C  6.97  -4.74  2.68
C  4.84  2.03  -10.53
C  8.40  -4.52  3.09
C  7.38  -3.13  0.79
C  -3.60  2.41  -0.52
C  5.75  1.21  -7.22
C  5.27  -0.44  -10.63
C  4.93  0.72  -9.73
C  3.68  0.72  6.04
C  -8.60  -8.48  2.19
C  6.37  -3.54  1.93
C  8.95  -5.90  3.64
C  9.07  -1.55  1.83
C  -2.03  -2.69  -4.51
C  -1.51  1.77  1.73
C  -2.98  4.65  7.13
C  8.40  -3.62  4.34
C  -4.47  1.09  -0.60
C  4.24  0.93  -6.82
C  3.66  7.68  6.27
H  10.87  -3.40  2.97
H  -1.94  -1.33  7.39
H  7.00  3.08  -7.51
H  4.18  1.98  -11.40
H  -4.07  6.02  6.22
H  -4.60  1.41  2.00
H  -9.44  -1.06  4.94
H  9.79  -5.78  4.32
H  -4.13  -0.15  2.77
H  6.16  -2.88  2.77
H  -1.33  -2.30  -5.24
H  -2.62  3.65  6.92
H  0.65  5.92  -4.48
H  -7.06  -5.59  4.88
H  2.66  0.76  -9.83
H  7.88  -4.10  5.17
H  -8.56  -9.09  1.29
H  3.60  6.28  -2.44
H  4.43  7.32  6.95
H  0.14  -0.29  0.46
H  4.74  0.52  6.17
H  4.72  6.50  2.01
H  -4.42  9.42  -0.23
H  -4.45  0.84  -1.66
H  -10.22  4.72  0.91
H  5.51  -4.00  1.44
H  9.53  -3.93  -0.59
H  -3.81  4.61  7.84
H  2.16  0.95  -7.46
H  -5.64  0.10  1.89
H  -12.94  -3.16  1.34
H  -4.71  -2.04  0.80
H  -0.77  2.57  1.70
H  -5.48  1.36  -0.27
H  -0.59  -0.89  6.85
H  -3.11  -6.34  1.08
H  10.72  -2.88  -0.08
H  -0.22  -6.57  6.15
H  -0.25  0.18  -1.14
H  3.28  2.51  6.83
H  -11.70  -3.72  2.51
H  3.13  -0.21  6.18
H  -5.49  8.04  -0.64
H  6.42  -5.03  3.57
H  -11.47  -2.19  1.65
H  -5.68  -5.05  5.20
H  3.52  1.06  5.02
H  -2.47  2.05  2.18
H  -6.37  9.75  0.79
H  -5.92  -2.57  7.79
H  -1.54  2.96  -0.77
H  -3.91  3.92  -6.91
H  8.18  -6.41  4.22
H  -3.59  2.91  0.44
H  3.31  -0.58  -9.00
H  -3.09  2.67  -7.86
H  -3.86  3.20  -1.23
H  7.02  -5.61  2.03
H  7.72  -0.08  -8.98
H  -4.29  -1.74  -0.84
H  -9.02  -2.30  5.70
H  7.62  0.52  -6.63
H  -11.77  0.28  -2.49
H  7.04  -2.19  0.35
H  -2.78  -1.95  -4.20
H  6.28  -0.67  -6.41
H  -4.26  3.72  -8.65
H  9.96  -1.39  2.44
H  -2.00  -5.26  5.98
H  6.28  -0.28  -11.00
H  8.08  -2.60  4.13
H  -1.94  1.65  -1.65
H  -1.41  -7.27  7.25
H  -10.45  -4.44  0.92
H  4.08  1.54  -5.93
H  9.15  -0.74  1.11
H  6.53  0.62  -5.19
H  -1.38  -2.77  -2.76
H  -1.22  -7.97  5.67
H  3.77  5.49  2.61
H  3.09  2.27  -8.09
H  -1.88  4.73  -7.50
H  -10.42  4.64  2.69
H  -11.50  2.61  0.97
H  -2.63  -3.42  -5.05
H  -5.86  -2.01  9.19
H  -8.12  -9.00  3.01
H  -1.18  1.02  2.44
H  4.19  8.39  5.64
H  9.34  -2.14  -0.87
H  -1.96  -0.75  2.05
H  0.49  1.34  0.00
H  -9.38  3.54  1.84
H  7.40  -3.91  0.03
H  -2.22  5.23  7.66
H  5.78  2.41  -10.93
H  5.23  3.38  -7.57
H  2.11  6.98  5.25
H  5.94  3.09  -6.11
H  4.72  -0.57  -11.56
H  3.08  8.27  6.98
H  4.11  -0.08  -6.42
H  5.33  -1.29  -9.95
H  -11.56  -0.62  -1.29
H  -7.23  -7.19  1.65
H  -5.76  -1.06  -0.11
H  -0.56  6.82  -4.66
H  -9.61  -8.36  2.58
H  3.21  5.06  -1.63
H  8.26  -1.24  2.49
H  4.57  2.86  -9.87
H  -3.03  -6.14  -0.42
H  9.43  -3.45  4.69
H  -4.18  7.92  0.61
H  9.28  -6.54  2.81

2S+1   1
LUMO   -0.2 eV
HOMO-LUMO gap   7.91 eV

Löwdin atomic charge list, values in e, 8 entries: O -0.056; O -0.053; O -0.128; O -0.053; O -0.113; O -0.052; O -0.123; O -0.052



No. 2
Density functional theory data (the ωB97M-V functional and the def2-TZVPD basis) for a 27-piece molecular cluster, C37H122F6N35O39S2 overall in a non-equilibrium geometry.

Cartesian coordinates (Å):
S  17.27  8.54  27.44
S  19.56  8.68  28.47
F  14.94  7.72  26.15
F  16.74  8.18  24.79
F  16.61  6.32  25.86
F  21.69  8.62  26.66
F  20.10  9.77  25.90
F  21.39  10.43  27.53
O  18.07  1.33  24.34
O  8.89  6.05  28.32
O  26.00  12.85  29.96
O  19.25  6.61  33.93
O  14.28  4.65  20.97
O  15.72  3.78  32.84
O  22.55  16.09  31.88
O  18.65  10.58  34.45
O  20.05  10.49  22.29
O  20.52  8.02  29.42
O  16.31  8.50  28.53
O  15.45  8.36  22.08
O  14.53  13.53  30.64
O  12.27  5.00  22.52
O  23.12  12.87  30.46
O  15.32  15.81  25.66
O  20.04  5.89  22.49
O  26.68  12.83  23.01
O  16.22  9.56  32.62
O  24.13  6.33  31.82
O  12.70  7.50  30.23
O  22.96  3.74  28.42
O  14.13  10.65  26.03
O  17.39  14.60  24.00
O  21.89  9.95  33.76
O  17.59  12.08  25.56
O  25.77  9.82  23.24
O  10.75  7.64  22.61
O  15.35  2.14  23.72
O  18.39  5.60  29.55
O  14.12  3.33  28.19
O  17.53  9.90  26.88
O  25.35  7.88  29.75
O  10.39  7.95  26.35
O  25.47  7.26  24.99
O  17.69  11.40  31.83
O  13.45  15.25  28.05
O  19.02  9.91  29.06
O  19.13  4.94  26.75
N  14.70  8.12  30.80
N  27.58  7.26  25.37
N  16.16  3.98  21.87
N  19.98  4.62  34.61
N  13.39  10.36  23.95
N  18.98  4.70  23.92
N  18.55  8.99  21.70
N  12.83  4.05  29.92
N  19.68  4.91  32.59
N  13.76  2.57  25.27
N  20.49  8.98  32.28
N  24.64  4.34  27.03
N  16.26  4.45  19.94
N  19.09  12.50  30.33
N  17.92  10.73  22.84
N  18.10  13.57  31.74
N  16.31  4.02  30.60
N  19.91  2.28  25.19
N  13.02  8.58  32.07
N  18.48  7.54  27.66
N  13.85  5.48  28.52
N  15.17  11.42  30.34
N  26.26  7.26  27.06
N  14.27  12.33  28.63
N  19.67  6.65  24.52
N  22.75  5.36  26.89
N  15.85  2.12  25.74
N  15.07  10.03  20.68
N  15.20  11.60  24.23
N  19.42  0.17  25.62
N  16.72  5.61  31.98
N  20.95  17.22  30.83
N  14.80  7.97  19.98
N  21.73  10.65  31.84
N  21.19  15.19  30.41
C  24.06  7.96  30.15
C  14.54  12.48  29.97
C  14.24  10.88  24.81
C  9.91  7.01  28.44
C  9.75  8.17  27.53
C  15.48  4.49  20.93
C  20.76  9.38  27.00
C  19.13  1.26  24.98
C  13.47  8.02  31.01
C  21.29  9.86  32.71
C  16.28  7.60  25.99
C  16.20  4.39  31.87
C  15.11  8.75  20.95
C  18.23  12.39  31.30
C  19.62  5.71  23.60
C  17.56  9.68  34.90
C  18.86  10.11  22.25
C  13.34  14.99  26.73
C  23.71  12.95  29.16
C  14.76  14.64  26.16
C  26.35  7.28  25.77
C  25.31  12.43  22.91
C  12.22  5.95  23.59
C  19.61  5.47  33.70
C  25.04  12.18  29.16
C  16.93  8.86  33.73
C  25.12  11.07  23.74
C  12.11  7.36  23.02
C  23.45  4.48  27.54
C  18.87  4.09  27.89
C  21.63  16.18  31.09
C  14.95  2.22  24.82
C  13.57  4.29  28.78
C  23.36  6.76  30.76
C  18.51  13.84  24.34
C  19.40  4.68  29.21
C  18.44  13.21  25.72
H  15.28  8.43  31.56
H  23.23  6.02  29.97
H  23.13  12.68  28.27
H  10.38  8.77  25.85
H  24.71  13.19  23.42
H  14.51  5.63  27.77
H  12.75  3.13  30.33
H  14.36  8.51  19.24
H  15.35  10.48  30.03
H  18.01  9.16  35.75
H  19.32  6.35  25.42
H  28.33  7.56  25.97
H  16.05  11.77  24.75
H  15.63  3.52  22.60
H  12.93  7.50  22.31
H  15.13  11.98  23.30
H  13.14  4.88  22.13
H  12.55  4.93  30.32
H  14.77  13.96  25.31
H  17.80  11.27  26.02
H  14.47  11.46  28.16
H  16.16  15.52  25.31
H  13.17  5.89  24.14
H  25.68  12.65  30.84
H  9.88  7.27  29.50
H  10.04  9.11  28.00
H  17.09  3.67  21.58
H  27.33  12.20  22.71
H  16.83  5.93  32.94
H  19.04  13.42  29.93
H  20.12  0.20  26.35
H  16.85  14.06  23.41
H  23.92  13.97  28.86
H  17.26  4.30  19.94
H  13.91  13.19  28.22
H  22.36  6.92  31.15
H  10.87  6.56  28.21
H  13.62  10.72  23.03
H  17.79  3.95  27.82
H  12.67  9.70  24.20
H  25.86  8.29  30.45
H  18.44  6.34  28.94
H  17.64  8.63  21.94
H  25.37  7.12  27.53
H  19.65  3.88  29.90
H  19.84  3.22  24.83
H  24.94  11.11  29.38
H  16.33  8.01  34.03
H  15.05  7.63  29.99
H  21.14  17.93  31.52
H  18.13  13.83  26.56
H  15.96  3.16  30.21
H  23.29  5.66  26.09
H  13.70  9.14  32.56
H  15.27  10.63  21.46
H  13.66  16.17  28.23
H  11.44  5.50  24.21
H  20.17  4.92  35.56
H  19.70  5.55  31.81
H  24.06  10.86  23.67
H  19.33  3.11  27.77
H  20.14  8.90  31.33
H  16.90  4.57  30.00
H  18.80  4.03  23.19
H  8.76  8.41  27.14
H  16.79  10.26  32.31
H  24.94  4.97  26.30
H  27.15  7.06  27.47
H  23.86  5.42  31.97
H  12.27  8.00  23.88
H  23.60  8.20  29.20
H  13.14  2.97  24.59
H  19.38  11.65  29.86
H  18.80  13.21  23.50
H  19.96  3.94  32.58
H  10.66  7.16  21.78
H  15.50  11.61  31.28
H  17.32  5.96  31.25
H  25.36  12.10  28.12
H  25.39  11.21  24.78
H  25.04  12.33  21.86
H  18.18  11.44  23.51
H  12.65  14.15  26.62
H  20.71  2.01  25.74
H  19.38  14.49  24.24
H  20.05  17.05  30.40
H  25.25  3.66  27.47
H  19.40  12.74  25.95
H  20.28  15.29  30.00
H  20.28  5.33  29.21
H  17.74  8.55  33.07
H  17.61  13.64  32.62
H  14.86  6.97  20.02
H  21.76  5.37  27.09
H  18.42  14.38  31.22
H  19.28  8.49  21.22
H  18.73  -0.52  25.35
H  16.75  10.26  35.35
H  15.83  4.61  19.05
H  8.82  5.54  29.13
H  25.84  9.17  23.94
H  14.65  10.43  19.86
H  15.59  2.46  26.65
H  24.06  8.87  30.76
H  18.84  5.79  27.08
H  20.21  3.75  34.17
H  22.61  11.09  32.09
H  23.53  13.50  31.05
H  27.89  7.17  24.42
H  12.03  8.73  32.16
H  19.94  7.61  24.32
H  20.21  8.33  33.00
H  18.25  11.14  33.78
H  16.97  10.38  22.82
H  13.78  2.84  26.25
H  21.74  14.35  30.46
H  16.78  1.94  25.39
H  13.34  6.23  28.97
H  21.11  10.91  31.08
H  15.37  14.10  26.88
H  18.78  4.65  24.91
H  12.74  15.64  26.09

2S+1   1
LUMO   1.1 eV
HOMO-LUMO gap   7.96 eV
Total charge   -1

Löwdin atomic charge list, values in e, 8 entries: S 0.662; S 0.788; F 0.136; F 0.061; F 0.129; F 0.219; F 0.142; F 0.122



No. 3
Density functional theory data (the ωB97M-V functional and the def2-TZVPD basis) for C37H20ClN9Re as an isolated structure in a non-equilibrium geometry.

Cartesian coordinates (Å):
Re  -0.45  -0.14  0.68
Cl  -4.03  1.82  4.63
N  -1.14  -3.13  -0.65
N  -1.10  1.72  0.30
N  -1.72  -0.45  2.40
N  2.30  -1.39  2.10
N  0.53  2.94  1.56
N  -2.90  1.21  -1.18
N  -1.81  -0.85  -0.59
N  0.40  -1.93  0.74
N  1.07  0.61  1.71
C  0.98  -4.08  0.16
C  1.61  -2.21  1.34
C  3.95  0.57  3.97
C  -5.48  -1.81  -3.22
C  -2.70  5.70  -1.39
C  -3.81  -3.37  -2.34
C  -1.93  -1.67  2.91
C  1.08  -5.36  -0.38
C  -2.95  4.33  -1.47
C  -3.18  -2.29  -1.74
C  -1.97  -2.17  -0.94
C  2.86  0.77  3.14
C  2.01  -3.56  0.98
C  -0.48  2.87  0.72
C  2.32  2.06  2.96
C  -2.80  -0.10  -1.19
C  -2.36  0.58  2.95
C  -4.83  -0.72  -2.65
C  -0.88  5.37  0.19
C  2.22  -6.09  -0.09
C  1.22  1.93  2.03
C  -2.78  -1.89  3.97
C  -4.98  -3.10  -3.06
C  2.86  3.17  3.60
C  3.93  2.96  4.46
C  -2.10  2.05  -0.57
C  -3.25  0.44  4.02
C  -0.02  -3.04  0.03
C  -1.12  4.01  0.11
C  2.07  -0.12  2.30
C  -3.69  -0.98  -1.90
C  -1.69  6.21  -0.58
C  4.46  1.68  4.64
C  -3.47  -0.83  4.54
C  3.23  -5.58  0.72
C  3.14  -4.31  1.27
C  -2.15  3.49  -0.71
H  3.92  -3.91  1.90
H  -4.15  -0.97  5.37
H  -1.40  -2.51  2.46
H  4.36  3.79  5.00
H  4.38  -0.41  4.11
H  -0.09  5.76  0.81
H  4.11  -6.18  0.91
H  -3.29  6.39  -1.97
H  -3.72  3.94  -2.11
H  -5.17  0.29  -2.79
H  -5.51  -3.92  -3.53
H  -2.91  -2.90  4.35
H  5.29  1.56  5.32
H  -6.38  -1.66  -3.79
H  -1.53  7.28  -0.55
H  2.46  4.16  3.42
H  -2.19  1.57  2.56
H  0.30  -5.75  -1.01
H  -3.43  -4.37  -2.25
H  2.34  -7.08  -0.52

2S+1   2
LUMO (spin up / spin down)   -8.6 / -8.4 eV
HOMO-LUMO gap (spin up / spin down)   4.07 / 3.98 eV
Total charge   +2

natural (NBO) atomic charge list, values in e, 8 entries: Re 1.224; Cl 0.101; N -0.457; N -0.607; N -0.412; N -0.455; N -0.482; N -0.476